6 unconnected molecules or ions with the total composition C43H70BrCl2F7IN5O5 in a non-equilibrium geometry, computed with ωB97M-V/def2-TZVPD.

The spin multiplicity is 1. The HOMO energy comes out at -8.97 eV. Its calculated total energy is -6821.5146 Ha. Its LUMO energy is -0.19 eV. The value obtained for the orbital gap is 8.79 eV. As for the structure (SMILES): CCC(=O)OCC[C@](CCCOC)(CCC(C)C)OC(Cl)(Cl)[C@](F)(O[C@](F)(I)C[C@@H](C)Br)C(F)(F)C(F)(F)F.CCCC#N.CCCC#N.CCCC#N.CCCC#N.CCCC#N.

```
134
Properties=species:S:1:pos:R:3:mulliken_charge:R:1
C -0.73985 6.79569 0.70048 -0.382
C 0.49087 7.29040 1.46628 -0.500
C 0.62737 6.63207 2.81461 0.530
O -0.18192 6.79751 3.73088 -0.576
O 1.74550 5.85990 2.97717 -0.489
C 1.71640 4.63948 2.20703 0.011
C 0.61940 3.71786 2.68141 -1.970
C 0.87283 2.24798 2.32475 2.117
C -0.43496 1.49085 2.52720 -1.563
C -0.39832 -0.03152 2.66721 -0.486
C -1.78510 -0.59626 2.47074 -1.199
O -2.24664 -0.37540 1.15814 -0.095
C -3.19580 -1.31843 0.71421 -0.785
C 1.90360 1.73314 3.37458 -1.815
C 2.87470 0.68747 2.88715 -0.073
C 3.90555 0.21788 3.94457 1.361
C 5.15432 1.09166 3.79098 -1.721
C 3.42920 0.34978 5.38224 -1.688
O 1.55943 2.09155 1.06512 -0.276
C 0.98912 2.19113 -0.14062 0.546
Cl -0.37495 3.33355 -0.25199 0.342
Cl 0.37773 0.58035 -0.63770 0.051
C 2.14914 2.71923 -1.13960 0.372
F 2.99126 3.44365 -0.32456 -0.522
O 1.73294 3.66422 -2.05455 -0.141
C 1.23939 3.50135 -3.34798 0.058
F 0.57743 4.68550 -3.52617 -0.389
I -0.32339 2.03275 -3.68569 0.131
C 2.29599 3.38803 -4.45010 -0.922
C 2.82996 4.72826 -4.92643 -0.057
C 3.42485 5.65775 -3.88145 -0.951
Br 4.22862 4.28986 -6.23748 -0.167
C 3.11064 1.61576 -1.64406 0.325
F 3.34639 0.75497 -0.59956 -0.239
F 2.58853 0.89625 -2.67385 -0.181
C 4.53756 2.16693 -2.07048 0.315
F 4.98683 1.41289 -3.12980 -0.263
F 4.49958 3.47013 -2.45761 -0.113
F 5.41821 2.03939 -1.03173 -0.249
H -0.46773 6.20610 -0.16335 -0.006
H -1.30089 7.64060 0.32717 0.440
H -1.40381 6.21063 1.32238 -0.044
H 1.38297 7.07869 0.89443 0.348
H 0.42411 8.35589 1.62464 0.450
H 2.68668 4.19676 2.35926 0.190
H 1.58995 4.88486 1.15837 0.153
H -0.34865 4.04371 2.31695 0.366
H 0.58576 3.75888 3.76143 0.532
H -1.18749 1.72236 1.78258 0.331
H -0.81877 1.87682 3.46241 0.933
H 0.27623 -0.51236 1.97266 0.155
H -0.12243 -0.29845 3.68111 0.349
H -2.46207 -0.14756 3.19466 0.353
H -1.74987 -1.66172 2.68468 0.666
H -4.12507 -0.81199 0.46399 0.111
H -2.86051 -1.84794 -0.17218 0.249
H -3.44660 -2.05635 1.46870 0.488
H 1.33256 1.41400 4.23244 0.448
H 2.49557 2.57929 3.70451 0.819
H 3.45127 1.08203 2.06374 -0.003
H 2.37562 -0.19538 2.50370 0.055
H 4.20562 -0.80279 3.75202 -0.563
H 5.86121 0.93273 4.59587 0.482
H 4.84790 2.13108 3.85476 0.313
H 5.61495 0.93152 2.82421 0.407
H 2.41596 -0.00837 5.51224 0.328
H 3.39908 1.40606 5.63092 0.453
H 4.09626 -0.12221 6.08776 0.451
H 3.07554 2.68434 -4.20828 0.335
H 1.77423 2.95675 -5.29184 0.737
H 2.08370 5.25512 -5.49366 0.546
H 4.47940 5.46447 -3.75527 0.428
H 2.95177 5.54459 -2.91834 -0.069
H 3.32344 6.68979 -4.18349 0.368
C -4.16222 2.74895 -0.29127 -0.571
C -4.73481 3.91546 0.50917 -0.733
C -3.84622 4.30177 1.69671 0.617
C -3.69997 3.18342 2.62171 0.239
N -3.55282 2.26920 3.30353 -0.525
H -4.08576 1.84574 0.31654 0.040
H -4.80129 2.52058 -1.14425 0.444
H -3.16571 2.98323 -0.67117 0.002
H -5.73122 3.65875 0.87214 0.327
H -4.84570 4.78649 -0.13881 0.377
H -4.26341 5.14746 2.24333 0.488
H -2.85239 4.58732 1.34649 -0.670
C -0.39765 -4.64269 -4.52645 -1.022
C -0.18504 -3.15713 -4.78762 -0.575
C 0.39125 -2.41570 -3.57535 0.027
C -0.50645 -2.51038 -2.42981 0.203
N -1.25150 -2.60102 -1.55717 -0.497
H -1.12158 -4.80226 -3.72531 0.249
H -0.77885 -5.14015 -5.41322 0.368
H 0.53983 -5.12623 -4.24182 0.279
H -1.13352 -2.69897 -5.07302 0.287
H 0.49620 -3.02702 -5.62957 0.343
H 0.53944 -1.36040 -3.79926 -0.069
H 1.35670 -2.83671 -3.29036 0.317
C -6.14024 -2.13027 -1.72234 -0.838
C -7.33156 -3.02239 -1.39375 -0.477
C -7.90533 -2.76802 0.00564 -0.431
C -6.91251 -3.01987 1.04710 0.289
N -6.11312 -3.21692 1.85034 -0.443
H -5.30748 -2.31272 -1.04317 0.088
H -5.78557 -2.32254 -2.73458 0.359
H -6.40861 -1.07439 -1.65486 0.303
H -7.03504 -4.06939 -1.47539 0.297
H -8.12491 -2.85745 -2.12456 0.305
H -8.76183 -3.41624 0.19043 0.298
H -8.24202 -1.73478 0.09918 0.277
C 5.88785 -6.09294 4.09140 -1.157
C 4.83650 -5.40844 3.22590 -0.473
C 5.01946 -3.88779 3.15694 -0.287
C 4.91597 -3.27649 4.47915 0.307
N 4.81988 -2.80114 5.52237 -0.489
H 5.83027 -5.75497 5.12636 0.356
H 5.74142 -7.17246 4.08907 0.338
H 6.89446 -5.88917 3.72238 0.298
H 3.84166 -5.63404 3.61234 0.300
H 4.88271 -5.80699 2.21134 0.332
H 4.25961 -3.43809 2.51694 0.215
H 5.99679 -3.63871 2.74118 0.318
C -3.24040 -9.96296 -4.55413 -1.139
C -2.84907 -8.94434 -3.48997 -0.410
C -3.47859 -7.56586 -3.72315 -0.322
C -3.06064 -6.99697 -5.00174 0.261
N -2.72119 -6.55060 -6.01005 -0.512
H -2.89265 -9.65870 -5.54178 0.346
H -2.79857 -10.93415 -4.33455 0.331
H -4.32345 -10.08866 -4.59870 0.299
H -1.76306 -8.84384 -3.46195 0.284
H -3.16147 -9.30298 -2.50839 0.312
H -3.18793 -6.87278 -2.93311 0.267
H -4.56693 -7.63719 -3.72157 0.305
```